DFT (ωB97M-V/def2-TZVPD) results for a structure of composition C4H6CrF10N4O18S6.

Structure (XYZ):
```
49
Properties=species:S:1:pos:R:3:mulliken_charge:R:1
Cr 0.204 -0.288 0.428 1.51
C 2.365 3.024 -1.502 0.46
F 2.443 2.207 -2.614 -0.25
F 3.348 2.774 -0.644 -0.19
F 2.599 4.300 -1.971 -0.24
S 0.641 3.062 -0.608 1.23
O 0.293 1.622 -0.319 -0.59
O 0.844 3.872 0.606 -0.60
O -0.334 3.647 -1.540 -0.73
C -3.411 2.124 0.997 0.60
F -3.175 3.112 0.188 -0.24
F -4.495 2.424 1.657 -0.26
F -3.644 0.999 0.285 -0.23
S -1.943 1.908 2.172 1.36
O -1.199 0.770 1.666 -0.32
O -1.168 3.123 2.151 -0.68
O -2.479 1.723 3.516 -0.76
N 1.810 0.185 1.567 0.37
S 3.307 -0.064 1.667 0.78
O 3.825 -1.181 2.415 -0.64
O 4.097 1.186 1.665 -0.60
F 3.446 -0.666 0.176 -0.30
S 1.786 1.011 3.027 0.54
O 1.325 2.389 2.766 -0.47
O 2.684 0.799 4.189 -0.58
F 0.396 0.356 3.552 -0.30
N -0.189 -2.187 0.858 0.37
S 0.826 -3.567 0.808 0.79
O 0.616 -4.376 -0.388 -0.55
O 1.178 -4.138 2.100 -0.56
F 2.202 -2.825 0.363 -0.23
S -1.329 -2.961 1.571 0.74
O -1.344 -2.987 3.024 -0.61
O -2.091 -3.986 0.876 -0.63
F -2.369 -1.775 1.450 -0.21
C -3.363 -1.403 -1.693 -0.75
N -2.380 -0.361 -2.112 0.73
O -1.498 -0.071 -1.269 -0.17
O -2.432 0.142 -3.181 -0.56
H -2.721 -2.267 -1.523 0.27
H -4.076 -1.598 -2.494 0.36
H -3.833 -1.122 -0.752 0.21
C 1.230 -0.993 -3.876 -0.77
N 1.398 -1.657 -2.586 0.58
O 2.075 -2.668 -2.634 -0.49
O 1.009 -1.107 -1.589 -0.15
H 1.573 0.031 -3.734 0.22
H 0.157 -1.028 -4.065 0.24
H 1.798 -1.515 -4.644 0.31
```

For the frontier orbital gap (spin up / spin down), the calculation gives 7.367 / 7.425 eV. The total charge is -2. Its spin multiplicity is 5.



DFT (ωB97M-V/def2-TZVPD) results for a structure of composition C15H31CdF5OP2Te.

Structure (XYZ):
```
56
Properties=species:S:1:pos:R:3:mulliken_charge:R:1
P 0.103 3.104 -1.351 0.08
P -0.719 1.410 2.593 1.25
C -0.468 1.675 -0.295 0.99
C -1.251 2.056 0.954 -1.65
H 0.440 1.105 -0.027 -0.54
H -1.096 1.062 -0.966 -0.15
H -1.222 3.139 1.095 0.76
H -2.307 1.775 0.838 0.35
C -1.176 -0.281 2.990 -0.61
H -0.501 -0.625 3.783 0.43
H -1.064 -0.978 2.153 -0.47
H -2.207 -0.362 3.354 0.47
C -1.420 2.527 3.763 -1.37
H -2.044 1.948 4.451 0.43
H -2.055 3.242 3.234 0.46
H -0.625 3.054 4.297 0.32
C 1.173 2.005 -2.391 -0.79
H 2.203 2.051 -2.013 0.37
H 1.157 2.337 -3.435 0.44
H 0.840 0.954 -2.351 -0.13
C -1.301 3.248 -2.544 -1.07
H -2.258 3.097 -2.034 0.32
H -1.204 2.547 -3.379 0.27
H -1.276 4.265 -2.949 0.37
Cd 1.189 -1.748 -0.819 0.90
C -1.129 -1.798 -0.301 0.37
C -0.399 -2.818 0.314 -0.56
C -0.303 -4.220 -0.248 -0.85
C -0.107 -4.293 -1.803 -0.98
C 0.695 -3.172 -2.454 -0.37
C 0.215 -1.903 -2.839 -0.58
C -1.234 -1.481 -2.807 -0.20
C -1.969 -1.987 -1.539 -1.25
C 2.820 -0.440 -0.464 -0.78
H -1.408 -0.901 0.270 -0.07
H -0.184 -2.730 1.392 0.82
H -1.183 -4.830 0.040 0.31
H 0.574 -4.709 0.230 0.42
H 0.476 -5.210 -1.984 0.36
H -1.083 -4.446 -2.296 0.32
H 1.624 -3.515 -2.914 0.61
H 0.841 -1.308 -3.512 0.66
H -1.768 -1.848 -3.710 0.38
H -1.287 -0.370 -2.824 0.10
H -2.899 -1.400 -1.436 0.47
H -2.307 -3.030 -1.681 0.30
H 2.453 0.575 -0.302 -0.23
H 3.497 -0.459 -1.338 0.40
H 3.329 -0.781 0.448 0.43
F 1.621 1.993 4.918 -0.54
Te 2.684 2.003 3.295 1.48
F 3.329 2.125 1.438 -0.57
F 4.038 3.117 4.152 -0.52
F 1.922 3.720 2.950 -0.49
F 3.399 0.081 3.577 -0.64
O 0.832 1.432 2.479 -0.25
```

For the frontier orbital gap (spin up / spin down), the calculation gives 2.471 / 2.275 eV. The total charge is 0. Its spin multiplicity is 1.



DFT (ωB97M-V/def2-TZVPD) results for a cluster of 13 separate species, C45H123O40P7 in total.

Structure (XYZ):
```
215
Properties=species:S:1:pos:R:3:mulliken_charge:R:1
C 2.263 5.001 0.516 -1.09
O 0.989 4.544 0.903 0.32
C -0.116 5.421 0.540 -0.25
C -0.065 6.626 1.546 -0.54
O 0.859 7.676 1.289 -0.38
C 0.717 8.811 2.195 -0.59
H 2.571 5.864 1.107 0.29
H 2.276 5.167 -0.561 0.33
H 3.002 4.217 0.682 0.24
H -1.080 4.916 0.597 -0.15
H -0.175 5.708 -0.510 0.53
H 0.267 6.210 2.497 -0.03
H -1.040 7.085 1.708 0.61
H -0.178 9.399 1.994 0.28
H 1.618 9.421 2.262 0.29
H 0.577 8.362 3.178 0.14
C 2.986 -4.672 0.965 -0.50
O 1.729 -4.924 0.439 0.15
C 1.007 -6.063 0.981 0.03
C 1.792 -7.369 1.250 -0.86
O 2.218 -7.873 -0.047 -0.18
C 2.933 -9.042 -0.270 -1.02
H 3.309 -3.773 0.440 -0.58
H 3.704 -5.467 0.763 0.30
H 3.171 -4.480 2.022 0.51
H 0.106 -6.234 0.393 0.19
H 0.661 -5.769 1.972 -0.11
H 1.151 -8.092 1.754 0.52
H 2.691 -7.142 1.824 0.35
H 3.987 -9.129 -0.009 0.35
H 2.828 -9.224 -1.340 0.31
H 2.450 -9.957 0.072 0.37
C 3.821 0.375 -2.860 0.02
O 4.636 1.561 -2.636 -0.50
C 4.843 2.023 -1.362 1.37
C 5.625 3.342 -1.203 -1.13
O 4.820 4.534 -1.116 -0.07
C 5.573 5.758 -1.312 -0.90
H 4.358 -0.478 -2.447 0.24
H 3.678 0.231 -3.931 0.23
H 2.913 0.538 -2.281 -0.11
H 5.214 1.291 -0.645 -0.39
H 3.814 2.246 -1.080 -0.35
H 6.344 3.395 -2.021 0.42
H 6.153 3.431 -0.253 0.39
H 6.350 5.678 -2.073 0.36
H 5.992 6.101 -0.366 0.32
H 4.882 6.503 -1.705 0.23
C 1.828 2.229 4.049 -0.72
O 1.368 0.872 3.959 0.01
C 0.029 0.670 4.461 -0.15
C -0.434 -0.814 4.221 0.28
O 0.314 -1.796 4.981 -0.53
C 1.705 -1.847 4.840 -0.56
H 1.719 2.675 5.037 0.36
H 1.214 2.876 3.423 0.04
H 2.892 2.213 3.812 0.29
H -0.771 1.262 4.017 -0.17
H -0.165 0.892 5.510 0.54
H -0.389 -0.994 3.147 -0.43
H -1.468 -0.886 4.560 0.32
H 2.146 -2.798 5.139 0.29
H 2.146 -1.106 5.506 0.33
H 2.065 -1.746 3.816 0.12
C -3.955 3.090 3.065 -0.22
O -2.970 2.588 3.981 -0.21
C -2.627 3.474 5.029 -0.96
C -1.583 4.581 4.597 0.23
O -0.796 4.906 5.683 -0.45
C 0.094 5.979 5.424 -0.70
H -3.939 2.537 2.126 -0.24
H -3.887 4.168 2.917 0.29
H -4.888 2.815 3.557 0.36
H -2.177 2.737 5.695 0.39
H -3.488 3.874 5.563 0.43
H -2.160 5.432 4.237 0.43
H -0.993 4.254 3.741 -0.15
H 0.812 5.764 4.633 0.15
H 0.734 6.224 6.272 0.40
H -0.441 6.882 5.131 0.33
C -2.044 0.861 0.667 0.83
O -1.141 1.609 -0.076 0.39
C 0.240 1.678 0.290 0.22
C 0.978 0.383 -0.078 0.06
O 0.414 -0.642 0.653 0.72
C 0.965 -1.937 0.554 0.25
H -1.910 1.030 1.735 -0.35
H -1.909 -0.185 0.392 -0.21
H -3.049 1.150 0.358 -0.65
H 0.232 1.960 1.343 -0.64
H 0.679 2.501 -0.274 -0.63
H 2.037 0.461 0.166 0.32
H 0.782 0.186 -1.132 0.14
H 0.335 -2.481 1.257 -0.73
H 1.975 -1.966 0.962 0.06
H 0.906 -2.345 -0.455 -0.12
C 8.576 -1.621 3.670 -0.72
O 7.556 -2.445 4.253 -0.35
P 6.297 -2.719 3.317 1.33
O 5.220 -3.506 3.963 -0.76
O 5.891 -1.269 2.720 -0.49
C 4.977 -1.058 1.690 0.93
O 7.033 -3.399 1.934 -0.31
C 6.909 -4.775 1.675 -0.52
H 9.336 -1.482 4.439 0.33
H 8.254 -0.628 3.355 0.27
H 9.175 -1.992 2.838 0.26
H 5.407 -0.515 0.848 -0.12
H 4.207 -0.395 2.084 -0.01
H 4.571 -2.036 1.432 -0.53
H 6.272 -4.884 0.797 -0.07
H 6.484 -5.378 2.478 0.38
H 7.788 -5.365 1.418 0.35
C -2.851 -0.825 -2.649 1.03
O -3.407 -1.608 -3.707 -0.06
P -4.740 -2.481 -3.531 0.80
O -4.639 -3.467 -2.449 -0.67
O -5.100 -3.168 -4.963 -0.42
C -5.684 -2.419 -6.020 -0.52
O -5.925 -1.406 -3.153 0.00
C -7.190 -1.852 -2.938 -0.85
H -3.485 -0.738 -1.766 -0.37
H -2.705 0.199 -2.992 -0.60
H -1.951 -1.280 -2.236 0.12
H -6.680 -2.143 -5.673 0.20
H -5.831 -3.035 -6.907 0.26
H -5.124 -1.494 -6.160 0.21
H -7.823 -1.556 -3.774 0.29
H -7.611 -1.323 -2.082 0.15
H -7.252 -2.927 -2.771 0.40
C -9.426 -0.466 2.884 -0.65
O -9.138 0.412 1.798 -0.38
P -7.616 0.662 1.339 0.75
O -6.695 1.468 2.210 -0.40
O -7.616 1.108 -0.256 -0.37
C -6.401 1.378 -0.993 -0.10
O -7.134 -0.872 1.085 -0.31
C -5.782 -1.277 1.258 -0.36
H -8.557 -0.957 3.324 0.28
H -10.026 -1.332 2.603 0.27
H -9.878 0.127 3.679 0.30
H -5.586 1.640 -0.319 0.04
H -6.595 2.157 -1.730 0.19
H -5.924 0.552 -1.520 0.04
H -5.283 -1.224 0.291 0.03
H -5.799 -2.281 1.681 0.19
H -5.254 -0.676 2.000 0.39
C -1.611 0.558 -5.904 -0.76
O -0.705 1.520 -5.534 -0.33
P 0.771 1.088 -4.964 0.76
O 0.656 0.178 -3.808 -0.07
O 1.507 0.430 -6.234 -0.34
C 1.808 1.153 -7.455 -0.89
O 1.634 2.418 -4.682 -0.58
C 1.700 3.124 -3.478 -0.08
H -1.957 0.807 -6.907 0.40
H -2.439 0.662 -5.203 0.09
H -1.247 -0.469 -5.936 0.39
H 1.421 2.157 -7.633 0.33
H 1.438 0.551 -8.286 0.30
H 2.889 1.104 -7.581 0.31
H 2.754 3.246 -3.226 0.34
H 1.136 2.701 -2.646 -0.38
H 1.214 4.085 -3.651 0.55
C -2.015 3.263 -2.791 0.69
O -3.035 4.186 -2.982 -0.35
P -3.250 5.452 -2.059 0.65
O -2.197 6.468 -2.040 -0.74
O -4.686 6.011 -2.647 -0.44
C -5.887 5.241 -2.673 -0.43
O -3.738 4.798 -0.631 0.58
C -4.174 5.591 0.396 -0.60
H -1.353 3.370 -1.932 -0.12
H -1.404 3.398 -3.684 0.23
H -2.276 2.214 -2.930 -0.47
H -5.778 4.163 -2.554 -0.02
H -6.416 5.321 -3.623 0.34
H -6.562 5.600 -1.895 0.29
H -3.639 5.361 1.317 -0.25
H -5.229 5.403 0.594 0.26
H -4.135 6.666 0.221 0.49
C 7.120 -2.785 -3.862 -0.38
O 6.543 -3.959 -3.351 -0.43
P 5.221 -3.923 -2.406 0.82
O 5.345 -2.962 -1.232 -0.16
O 4.029 -3.493 -3.458 -0.45
C 2.674 -3.289 -2.982 0.10
O 4.960 -5.401 -1.979 -0.26
C 4.452 -6.405 -2.874 -0.71
H 8.076 -2.713 -3.344 0.26
H 6.479 -1.947 -3.587 0.03
H 7.263 -2.871 -4.939 0.25
H 2.154 -4.153 -3.394 0.37
H 2.381 -2.302 -3.338 0.06
H 2.693 -3.390 -1.896 -0.24
H 3.920 -6.121 -3.782 0.38
H 3.710 -7.007 -2.349 0.14
H 5.224 -7.118 -3.166 0.30
C -1.682 -4.231 -0.705 -0.36
O -1.752 -4.614 0.659 0.35
P -2.739 -3.900 1.754 0.40
O -2.778 -2.422 1.765 0.05
O -4.198 -4.638 1.534 -0.38
C -4.201 -5.970 1.069 -0.71
O -2.286 -4.509 3.191 -0.46
C -0.990 -4.272 3.706 -0.21
H -2.151 -3.278 -0.950 0.07
H -2.145 -4.999 -1.325 0.42
H -0.619 -4.107 -0.912 -0.17
H -3.269 -6.535 1.096 0.28
H -4.502 -5.966 0.022 0.19
H -4.977 -6.448 1.667 0.33
H -0.480 -3.525 3.098 -0.28
H -0.457 -5.217 3.809 0.36
H -1.113 -3.794 4.677 0.34
```

For the frontier orbital gap, the calculation gives 9.214 eV. The total charge is 0. Its spin multiplicity is 1.



DFT (ωB97M-V/def2-TZVPD) results for the molecule C3H4FIO.

Structure (XYZ):
```
10
Properties=species:S:1:pos:R:3:mulliken_charge:R:1
C -0.851 -0.519 1.022 -0.36
C -0.143 0.064 -1.077 -0.37
C 0.816 0.617 0.086 0.10
O -0.813 -0.967 -0.289 -0.32
F 0.822 1.868 0.435 -0.22
I 2.710 -0.374 0.105 0.05
H -0.710 -1.365 1.672 0.28
H -1.414 0.323 1.307 0.27
H -0.890 0.771 -1.409 0.27
H 0.473 -0.419 -1.852 0.31
```

For the frontier orbital gap (spin up / spin down), the calculation gives 8.209 / 8.208 eV. The total charge is 0. Its spin multiplicity is 1.



DFT (ωB97M-V/def2-TZVPD) results for the molecule C3H6O2S.

Structure (XYZ):
```
12
Properties=species:S:1:pos:R:3:mulliken_charge:R:1
C -0.746 -0.247 -0.003 0.58
C 0.197 -1.398 -0.002 -1.15
C 1.028 1.337 0.000 -0.74
O -3.183 0.639 0.004 -0.54
O -0.349 1.033 -0.004 -0.33
S -2.377 -0.587 0.000 0.26
H 0.829 -1.393 0.888 0.33
H -0.386 -2.314 -0.011 0.37
H 0.849 -1.383 -0.876 0.33
H 1.089 2.423 0.019 0.25
H 1.523 0.960 -0.899 0.31
H 1.525 0.929 0.885 0.31
```

For the frontier orbital gap, the calculation gives 8.901 eV. The total charge is 0. Its spin multiplicity is 1.



DFT (ωB97M-V/def2-TZVPD) results for a structure of composition C4H13BClN3O4Pt.

Structure (XYZ):
```
27
Properties=species:S:1:pos:R:3:mulliken_charge:R:1
Pt 0.233 -0.487 -0.013 0.77
N -0.411 1.332 -0.426 -0.55
C -1.849 1.387 -0.816 -0.56
C -2.794 1.065 0.343 -0.60
C -2.814 -0.390 0.818 -0.62
N -1.578 -0.748 1.525 -0.53
H -0.258 1.952 0.369 0.36
H 0.166 1.683 -1.190 0.42
H -1.970 0.685 -1.640 0.37
H -2.050 2.394 -1.189 0.41
H -3.793 1.330 -0.009 0.35
H -2.597 1.729 1.192 0.31
H -2.900 -1.041 -0.054 0.36
H -3.691 -0.565 1.448 0.37
H -1.557 -1.718 1.819 0.27
H -1.435 -0.200 2.367 0.24
O 2.930 -1.379 0.713 -0.51
Cl 1.983 -1.716 1.708 1.76
O 1.294 -0.515 2.207 -0.64
O 2.517 -2.457 2.774 -0.61
O 0.854 -2.450 1.029 -0.68
B 0.414 -2.004 -4.465 0.03
C 0.308 -1.303 -3.049 0.14
N 0.204 -0.727 -2.048 -0.53
H 1.402 -1.557 -4.984 -0.10
H -0.617 -1.725 -5.026 -0.11
H 0.489 -3.184 -4.242 -0.10
```

For the frontier orbital gap, the calculation gives 8.063 eV. The total charge is 0. Its spin multiplicity is 1.



Record order is preserved below.
Molecular weight: 832.48, 624.36, 1521.26, 201.97, 106.15, 408.51 g mol⁻¹
Record order is preserved below.
Relative energy (zero: lowest compared OMol25 entry of this formula, charge and spin): 3.344, 1.528, 3.029, 3.572, 2.187, 0.382 eV
Record order is preserved below.
F_max: 9.829, 4.675, 4.331, 4.901, 1.491, 1.801 eV/A